Entry 1:
Below is a molecular structure, C44H41BN6P2PdTe in a non-equilibrium geometry, with properties calculated with ωB97M-V/def2-TZVPD.

Computed properties:
lowest unoccupied orbital energy	-0.49	eV
maximum force	2.04	eV Å⁻¹
HOMO energy	-7.379	eV
gap between HOMO and LUMO	0.2533	Ha
ΔE to the lowest compared entry with this formula, charge and spin	25.81	kcal/mol

ORCA input file:
```
! wB97M-V def2-TZVPD RIJCOSX def2/J DEFGRID3
* xyz 0 1
Pd 1.02 -1.33 -0.56
Te -0.59 3.38 0.82
C -2.59 3.81 0.29
C -3.13 3.64 -0.98
C -4.46 3.96 -1.19
N -5.26 4.45 -0.25
C -4.73 4.64 0.96
C -3.42 4.33 1.28
C -0.28 1.45 0.07
P -1.15 0.05 0.55
C -1.90 -0.86 -0.86
C -2.78 -1.90 -0.54
C -3.35 -2.67 -1.54
C -3.06 -2.42 -2.87
C -2.20 -1.39 -3.20
C -1.63 -0.61 -2.20
C -2.61 0.57 1.50
C -2.48 0.73 2.88
C -3.57 1.08 3.65
C -4.81 1.27 3.05
C -4.95 1.12 1.68
C -3.85 0.78 0.91
P 1.08 1.00 -0.90
C 1.01 1.91 -2.50
C 2.17 2.30 -3.18
C 2.08 2.96 -4.40
C 0.85 3.25 -4.95
C -0.31 2.89 -4.28
C -0.22 2.23 -3.06
C 2.74 1.58 -0.37
C 3.83 0.71 -0.37
C 5.10 1.16 -0.02
C 5.29 2.48 0.35
C 4.21 3.36 0.35
C 2.95 2.91 -0.02
H -2.53 3.26 -1.79
H -4.90 3.81 -2.16
H -5.39 5.04 1.72
H -3.06 4.46 2.29
H -3.01 -2.10 0.49
H -4.03 -3.47 -1.27
H -3.50 -3.03 -3.65
H -1.96 -1.18 -4.23
H -0.96 0.19 -2.48
H -1.51 0.57 3.35
H -3.46 1.20 4.72
H -5.67 1.54 3.66
H -5.91 1.28 1.21
H -3.97 0.66 -0.16
H 3.14 2.08 -2.77
H 2.99 3.25 -4.91
H 0.78 3.77 -5.90
H -1.28 3.13 -4.69
H -1.12 1.98 -2.52
H 3.70 -0.33 -0.65
H 5.93 0.47 -0.03
H 6.27 2.83 0.63
H 4.35 4.40 0.63
H 2.13 3.62 -0.06
B 3.50 -3.76 -1.10
N 2.29 -4.01 -0.15
C 2.16 -5.15 0.55
C 0.88 -5.21 1.07
C 0.28 -4.04 0.65
N 1.13 -3.32 -0.08
N 3.37 -2.40 -1.88
C 4.33 -1.99 -2.71
C 3.82 -1.02 -3.56
C 2.50 -0.89 -3.16
N 2.23 -1.73 -2.16
H 4.53 -3.73 -0.47
H 3.50 -4.64 -1.93
H 2.98 -5.85 0.59
H 0.46 -5.99 1.68
H -0.70 -3.65 0.82
H 5.30 -2.45 -2.68
H 4.33 -0.50 -4.35
H 1.72 -0.25 -3.55
C -2.07 -2.78 2.95
C -0.70 -2.32 3.38
C -0.26 -2.69 4.64
C 0.93 -2.21 5.15
C 1.68 -1.34 4.39
C 1.27 -0.94 3.12
C 2.12 0.00 2.35
C 0.09 -1.46 2.57
N -0.42 -1.17 1.28
H -2.51 -3.40 3.72
H -2.06 -3.35 2.03
H -2.73 -1.92 2.79
H -0.88 -3.34 5.24
H 1.27 -2.51 6.14
H 2.61 -0.94 4.77
H 3.07 0.18 2.85
H 1.63 0.95 2.17
H 2.35 -0.43 1.37
*
```

=====

Entry 2:
Below is a gas-phase ion, C24H14NO4 (charge -1) in a non-equilibrium geometry, with properties calculated with ωB97M-V/def2-TZVPD.

Computed properties:
structure (SMILES)	O=C1C([C@@H](c2ccccc2)N2C(=O)c3ccccc3C2=O)=C([O-])c2ccccc21
lowest unoccupied orbital energy	2.39	eV
maximum force	5.71	eV Å⁻¹
HOMO energy	-3.468	eV
gap between HOMO and LUMO	0.2154	Ha

ORCA input file:
```
! wB97M-V def2-TZVPD RIJCOSX def2/J DEFGRID3
* xyz -1 1
C -4.12 2.26 1.81
C -3.07 1.46 2.28
C -2.84 0.24 1.65
C -3.54 -0.16 0.51
C -4.52 0.67 -0.02
C -4.82 1.85 0.67
C -2.96 -1.42 -0.06
O -3.32 -1.93 -1.10
C -1.87 -1.75 0.90
C -0.89 -2.70 0.67
C -0.04 -3.27 1.76
C -0.40 -3.26 3.11
C 0.60 -3.49 4.08
C 1.91 -3.77 3.68
C 2.24 -3.85 2.33
C 1.23 -3.68 1.36
C -1.74 -0.70 1.92
O -0.84 -0.51 2.78
H -4.36 3.18 2.32
H -2.44 1.74 3.11
H -5.01 0.37 -0.94
H -5.62 2.47 0.30
H -0.25 -2.68 -0.33
H -1.41 -3.05 3.42
H 0.31 -3.48 5.12
H 2.67 -4.02 4.46
H 3.23 -4.10 2.01
H 1.45 -3.80 0.31
C -2.19 -6.82 -3.80
C -1.79 -5.48 -3.73
C -1.82 -4.87 -2.49
C -2.08 -5.58 -1.32
C -2.42 -6.92 -1.35
C -2.50 -7.53 -2.60
C -1.75 -4.72 -0.16
O -1.84 -5.04 1.01
N -1.42 -3.50 -0.69
C -1.29 -3.55 -2.10
O -0.79 -2.70 -2.80
H -2.22 -7.35 -4.76
H -1.44 -4.90 -4.58
H -2.58 -7.45 -0.40
H -2.77 -8.58 -2.67
*
```

=====

Entry 3:
Below is 4 unconnected molecules or ions with the total composition C3H13NO3 in a non-equilibrium geometry, with properties calculated with ωB97M-V/def2-TZVPD.

Computed properties:
structure (SMILES)	C=NCC.O.O.O
lowest unoccupied orbital energy	0.53	eV
maximum force	5.92	eV Å⁻¹
HOMO energy	-9.572	eV
gap between HOMO and LUMO	0.3711	Ha
ΔE to the lowest compared entry with this formula, charge and spin	83.38	kcal/mol

ORCA input file:
```
! wB97M-V def2-TZVPD RIJCOSX def2/J DEFGRID3
* xyz 0 1
C 0.51 -2.36 -0.52
C -0.57 -1.44 -0.61
C -0.97 0.66 -1.86
N -0.21 -0.08 -1.03
H 1.40 -2.04 -0.03
H 0.32 -3.43 -0.22
H 0.66 -2.45 -1.69
H -1.02 -1.48 0.44
H -1.43 -1.79 -1.27
H -1.81 0.06 -2.31
H -1.06 1.84 -2.01
H -2.28 1.34 2.48
H -1.94 0.92 1.04
O -2.65 1.05 1.63
H 2.30 -0.13 -0.42
H 3.32 0.03 0.58
O 2.34 0.45 0.39
H 0.42 2.80 1.38
H 1.71 3.22 1.90
O 0.95 2.83 2.14
*
```

=====

What did the second record say?
Below is a gas-phase ion, C24H14NO4 (charge -1) in a non-equilibrium geometry, with properties calculated with ωB97M-V/def2-TZVPD.

Computed properties:
structure (SMILES)	O=C1C([C@@H](c2ccccc2)N2C(=O)c3ccccc3C2=O)=C([O-])c2ccccc21
lowest unoccupied orbital energy	2.39	eV
maximum force	5.71	eV Å⁻¹
HOMO energy	-3.468	eV
gap between HOMO and LUMO	0.2154	Ha

ORCA input file:
```
! wB97M-V def2-TZVPD RIJCOSX def2/J DEFGRID3
* xyz -1 1
C -4.12 2.26 1.81
C -3.07 1.46 2.28
C -2.84 0.24 1.65
C -3.54 -0.16 0.51
C -4.52 0.67 -0.02
C -4.82 1.85 0.67
C -2.96 -1.42 -0.06
O -3.32 -1.93 -1.10
C -1.87 -1.75 0.90
C -0.89 -2.70 0.67
C -0.04 -3.27 1.76
C -0.40 -3.26 3.11
C 0.60 -3.49 4.08
C 1.91 -3.77 3.68
C 2.24 -3.85 2.33
C 1.23 -3.68 1.36
C -1.74 -0.70 1.92
O -0.84 -0.51 2.78
H -4.36 3.18 2.32
H -2.44 1.74 3.11
H -5.01 0.37 -0.94
H -5.62 2.47 0.30
H -0.25 -2.68 -0.33
H -1.41 -3.05 3.42
H 0.31 -3.48 5.12
H 2.67 -4.02 4.46
H 3.23 -4.10 2.01
H 1.45 -3.80 0.31
C -2.19 -6.82 -3.80
C -1.79 -5.48 -3.73
C -1.82 -4.87 -2.49
C -2.08 -5.58 -1.32
C -2.42 -6.92 -1.35
C -2.50 -7.53 -2.60
C -1.75 -4.72 -0.16
O -1.84 -5.04 1.01
N -1.42 -3.50 -0.69
C -1.29 -3.55 -2.10
O -0.79 -2.70 -2.80
H -2.22 -7.35 -4.76
H -1.44 -4.90 -4.58
H -2.58 -7.45 -0.40
H -2.77 -8.58 -2.67
*
```